Entry from OMol25: a structure of composition C19H25BHoN3O7PS2 in a non-equilibrium geometry (ωB97M-V/def2-TZVPD).

```
59
Properties=species:S:1:pos:R:3:mulliken_charge:R:1
Ho -0.131 -0.510 -1.728 0.577
O -1.001 -1.429 0.081 -0.436
S -2.200 -0.669 -0.389 1.226
O -3.338 -0.790 0.458 -0.786
O -2.316 -1.026 -1.822 -0.391
O -1.691 0.773 -0.438 -0.654
O 1.897 -3.451 -1.660 -0.553
B 1.572 -2.104 -1.591 0.247
O 1.811 -1.720 -0.200 0.080
C 2.220 -2.834 0.466 0.500
C 2.524 -3.024 1.801 -0.236
C 2.888 -4.302 2.198 -0.834
C 2.951 -5.351 1.293 -0.472
C 2.653 -5.167 -0.049 -0.982
C 2.278 -3.898 -0.440 0.770
H 2.491 -2.210 2.508 0.284
H 3.121 -4.491 3.234 0.410
H 3.233 -6.332 1.644 0.397
H 2.706 -5.979 -0.755 0.465
C 1.372 0.910 3.786 -0.762
N -0.103 0.762 3.435 0.269
C -0.732 2.145 3.435 -0.794
N -0.029 3.018 2.574 0.231
C 1.361 3.123 2.981 -0.920
N 2.022 1.830 2.932 0.220
C 2.159 1.328 1.573 -1.322
P 0.519 1.008 0.688 1.648
C -0.286 0.102 2.121 -1.778
C -0.189 2.683 1.170 -1.231
H 1.837 -0.077 3.704 0.366
H 1.434 1.259 4.823 0.331
H -0.562 0.186 4.144 0.380
H -0.696 2.526 4.462 0.342
H -1.773 2.041 3.115 0.389
H 1.405 3.506 4.006 0.332
H 1.879 3.826 2.328 0.362
H 2.764 0.418 1.586 0.453
H 2.705 2.070 0.986 0.455
H 0.110 -0.914 2.151 0.356
H -1.349 0.022 1.882 0.999
H -1.253 2.678 0.929 0.559
H 0.304 3.454 0.578 0.282
C -1.434 3.246 -2.247 -0.718
S -0.405 2.371 -3.470 0.295
O 0.503 1.512 -2.621 -0.474
C -1.621 1.134 -4.038 0.907
C -2.995 1.300 -3.997 -0.461
C -3.818 0.246 -4.363 -0.492
C -3.276 -0.957 -4.779 -0.641
C -1.902 -1.104 -4.895 -0.395
C -1.065 -0.053 -4.536 -1.092
H -1.842 2.504 -1.559 0.106
H -2.212 3.815 -2.743 0.493
H -0.764 3.926 -1.728 0.347
H -3.444 2.227 -3.685 0.363
H -4.890 0.367 -4.300 0.421
H -3.921 -1.782 -5.032 0.436
H -1.485 -2.026 -5.280 0.454
H 0.008 -0.113 -4.726 0.673
```

Values from the calculation:
ΔE to the lowest compared entry with this formula, charge and spin = 16.13 kcal/mol
Expectation value of S² = 6.005
Spin multiplicity = 5
Total charge = +1
Orbital gap (spin up / spin down) = 8.1 / 8.1 eV
Molecular weight = 678.3 g/mol
Maximum force = 3.59 eV/Å



Entry from OMol25: a structure of composition C19H25CdI2N14O (ωB97M-V/def2-TZVPD).

```
62
Properties=species:S:1:pos:R:3:mulliken_charge:R:1
Cd 0.507 -0.304 0.434 4.278
I -6.379 1.622 4.415 -0.007
C -4.501 1.151 3.628 -0.453
C -3.394 1.074 4.464 -0.370
C -2.171 0.749 3.921 -0.503
I -0.503 0.632 5.165 -0.014
C -1.959 0.483 2.533 -0.213
O -0.794 0.153 2.129 -0.721
C -3.119 0.607 1.709 0.362
C -3.074 0.424 0.212 -0.145
N -2.593 1.602 -0.556 -0.242
C -2.676 2.902 0.079 -1.198
C -1.395 3.362 0.755 0.910
C -1.464 4.500 1.560 -1.096
C -0.323 4.950 2.192 -0.330
C 0.860 4.252 1.997 -1.040
C 0.837 3.141 1.175 0.101
N -0.264 2.694 0.562 0.179
C -4.353 0.918 2.274 -0.157
H -3.485 1.261 5.525 0.371
H -2.437 -0.421 -0.048 -0.719
H -4.093 0.174 -0.104 0.475
H -3.079 1.630 -1.440 0.308
H -2.939 3.648 -0.677 0.558
H -3.467 2.943 0.835 0.282
H -2.414 5.003 1.695 0.377
H -0.354 5.823 2.831 0.406
H 1.784 4.555 2.471 0.431
H 1.742 2.576 0.992 0.231
H -5.216 0.989 1.622 0.377
N -0.931 -2.454 0.644 -0.601
C -1.113 -3.403 -0.444 -0.766
C 0.229 -3.683 -1.125 -0.973
N 0.995 -2.487 -1.441 -0.007
C 0.794 -1.887 -2.743 -1.043
C -0.352 -0.877 -2.756 -0.696
N -0.088 0.176 -1.788 -0.725
H -1.769 -2.325 1.197 0.171
H -0.205 -2.794 1.282 0.347
H -1.524 -4.366 -0.113 0.429
H -1.826 -2.991 -1.165 0.280
H 0.831 -4.295 -0.452 0.488
H 0.036 -4.278 -2.032 0.321
H 1.970 -2.608 -1.218 0.195
H 1.709 -1.357 -3.018 0.476
H 0.607 -2.644 -3.522 0.368
H -0.462 -0.489 -3.777 0.410
H -1.291 -1.369 -2.491 0.235
H 0.725 0.737 -2.044 0.425
H -0.864 0.821 -1.646 -0.003
N 4.117 -0.543 1.011 -0.093
C 3.722 0.351 0.029 0.071
N 4.591 1.008 -0.726 -0.569
N 3.824 1.746 -1.548 -0.778
N 2.576 1.545 -1.300 -0.429
N 2.466 0.659 -0.277 -0.035
C 3.345 -1.627 1.403 0.115
N 3.882 -2.768 1.810 -0.546
N 2.824 -3.545 2.103 -0.707
N 1.727 -2.907 1.880 -0.395
N 2.018 -1.662 1.436 0.287
H 5.105 -0.740 0.999 0.308
```

Values from the calculation:
ΔE to the lowest compared entry with this formula, charge and spin = 2.43 kcal/mol
Total charge = -1
Orbital gap = 7.2 eV
Molecular weight = 831.7 g/mol
Maximum force = 0.49 eV/Å



Entry from OMol25: an isolated molecule of C19H25ClN2O5S in a non-equilibrium geometry (ωB97M-V/def2-TZVPD).

```
53
Properties=species:S:1:pos:R:3:mulliken_charge:R:1
C -7.318 1.027 -1.344 -1.109
C -6.685 -0.154 -2.066 -0.249
H -6.463 0.112 -3.104 0.322
H -7.335 -1.031 -2.034 0.314
O -5.473 -0.566 -1.427 -0.317
C -4.358 0.091 -1.749 0.014
O -4.305 0.998 -2.536 -0.582
C -3.162 -0.501 -1.025 0.695
C -2.069 0.549 -0.830 -1.121
H -1.825 0.986 -1.800 0.239
H -2.424 1.349 -0.180 0.447
C -0.817 -0.087 -0.220 -0.535
N -0.362 -1.188 -1.036 0.147
C 0.738 -1.184 -1.823 0.244
O 0.960 -2.050 -2.648 -0.661
C 1.722 -0.074 -1.595 -0.186
C 2.386 0.050 -0.379 0.280
C 3.343 1.029 -0.213 0.469
C 3.650 1.892 -1.254 -0.001
C 3.008 1.764 -2.480 -0.824
C 2.054 0.778 -2.645 -0.715
H 1.557 0.660 -3.596 0.505
H 3.264 2.432 -3.286 0.459
Cl 4.831 3.099 -0.989 -0.175
S 4.206 1.251 1.355 1.201
O 5.600 1.005 1.140 -0.650
O 3.799 2.521 1.885 -0.637
N 3.545 0.004 2.266 0.066
C 2.639 0.400 3.338 -0.562
H 2.562 1.487 3.334 0.457
C 3.239 -0.139 4.650 -0.645
H 2.678 -1.011 4.988 0.322
H 3.223 0.610 5.438 0.300
C 4.661 -0.549 4.262 -0.570
H 5.332 0.309 4.313 0.260
H 5.056 -1.350 4.884 0.420
C 4.488 -0.962 2.803 -0.891
H 5.407 -0.921 2.222 0.463
H 4.046 -1.961 2.725 0.347
H 1.648 -0.023 3.144 0.135
H 2.176 -0.619 0.441 0.589
C -1.356 -2.227 -1.217 -1.067
C -2.614 -1.659 -1.871 -0.866
H -2.365 -1.290 -2.868 0.318
H -3.365 -2.443 -1.968 0.398
H -1.600 -2.651 -0.237 0.356
H -0.912 -3.000 -1.847 0.530
H -1.055 -0.474 0.779 0.267
H -0.030 0.660 -0.126 0.529
H -3.502 -0.891 -0.061 0.286
H -8.264 1.276 -1.816 0.375
H -6.660 1.890 -1.397 0.313
H -7.496 0.779 -0.300 0.295
```

Values from the calculation:
ΔE to the lowest compared entry with this formula, charge and spin = 11.45 kcal/mol
Total charge = 0
Orbital gap = 9.8 eV
Molecular weight = 428.9 g/mol
SMILES string = CCOC(=O)C1CCN(C(=O)c2ccc(Cl)c(S(=O)(=O)N3CCCC3)c2)CC1
Maximum force = 1.19 eV/Å



Entry from OMol25: a cluster of 3 separate species, C19H25F2NO4S in total in a non-equilibrium geometry (ωB97M-V/def2-TZVPD).

```
52
Properties=species:S:1:pos:R:3:mulliken_charge:R:1
N 0.820 2.742 2.723 -0.505
C 1.421 2.995 1.404 -0.600
C 1.055 4.379 0.801 0.030
O 1.168 5.439 1.741 -0.634
C -0.275 4.425 -0.001 -1.405
C -1.564 4.000 0.754 0.412
C -1.779 4.658 2.134 -0.761
C -3.274 4.428 2.564 -0.779
S -4.070 2.923 1.893 1.218
O -5.330 3.375 1.244 -0.668
O -4.418 1.951 2.963 -0.656
O -3.177 2.206 0.717 -0.448
C -1.750 2.457 0.893 -0.595
H 0.751 1.748 2.902 0.179
H 1.493 3.081 3.404 0.235
H 2.516 2.840 1.375 0.457
H 1.006 2.238 0.708 0.131
H 1.850 4.593 0.064 0.463
H 0.786 5.161 2.573 0.389
H -0.395 5.441 -0.412 0.392
H -0.168 3.758 -0.879 0.388
H -2.414 4.329 0.123 0.569
H -1.144 4.250 2.933 0.315
H -1.597 5.746 2.112 0.425
H -3.368 4.345 3.660 0.404
H -3.887 5.298 2.289 0.370
H -1.515 2.092 1.908 0.297
H -1.189 1.883 0.146 0.370
F 1.921 -1.397 -0.420 -0.348
C 0.662 -1.764 -0.725 0.443
C -0.334 -1.615 0.223 -0.438
C -1.636 -1.989 -0.093 -0.394
C -1.920 -2.517 -1.347 -0.582
C -0.908 -2.666 -2.287 -0.270
C 0.391 -2.283 -1.978 -0.630
H -0.091 -1.209 1.197 0.495
H -2.425 -1.870 0.638 0.418
H -2.933 -2.812 -1.591 0.406
H -1.128 -3.081 -3.262 0.410
H 1.191 -2.383 -2.701 0.509
F 1.046 -5.626 -4.236 -0.301
C 2.008 -6.030 -3.385 0.228
C 2.025 -5.527 -2.097 -0.164
C 3.015 -5.947 -1.219 -0.513
C 3.979 -6.855 -1.641 -0.434
C 3.952 -7.347 -2.940 -0.384
C 2.957 -6.937 -3.819 -0.406
H 1.270 -4.816 -1.790 0.450
H 3.034 -5.566 -0.206 0.370
H 4.753 -7.178 -0.956 0.368
H 4.705 -8.051 -3.270 0.358
H 2.915 -7.316 -4.832 0.412
```

Values from the calculation:
Total charge = 0
Orbital gap = 9.8 eV
Molecular weight = 401.5 g/mol
SMILES string = NC[C@H](O)C[C@@H]1CCS(=O)(=O)OC1.Fc1ccccc1.Fc1ccccc1
Maximum force = 6.09 eV/Å